{
  "formula": "C33H77N11O11",
  "method": "the ωB97M-V functional and the def2-TZVPD basis",
  "homo_energy_ev": -9.1,
  "relative_energy_kcal_mol": 150.6,
  "spin_multiplicity": 1,
  "lumo_energy_ev": 0.040,
  "smiles": "CN(C)C=O.CN(C)C=O.CN(C)C=O.CN(C)C=O.CN(C)C=O.CN(C)C=O.CN(C)C=O.CN(C)C=O.CN(C)C=O.CN(C)C=O.CN(C)C=O",
  "orbital_gap_ev": 9.1,
  "symbols": ["C", "N", "C", "C", "O", "H", "H", "H", "H", "H", "H", "H", "C", "N", "C", "C", "O", "H", "H", "H", "H", "H", "H", "H", "C", "N", "C", "C", "O", "H", "H", "H", "H", "H", "H", "H", "C", "N", "C", "C", "O", "H", "H", "H", "H", "H", "H", "H", "C", "N", "C", "C", "O", "H", "H", "H", "H", "H", "H", "H", "C", "N", "C", "C", "O", "H", "H", "H", "H", "H", "H", "H", "C", "N", "C", "C", "O", "H", "H", "H", "H", "H", "H", "H", "C", "N", "C", "C", "O", "H", "H", "H", "H", "H", "H", "H", "C", "N", "C", "C", "O", "H", "H", "H", "H", "H", "H", "H", "C", "N", "C", "C", "O", "H", "H", "H", "H", "H", "H", "H", "C", "N", "C", "C", "O", "H", "H", "H", "H", "H", "H", "H"],
  "xyz": [[0.851, 1.130, -4.662], [2.216, 0.747, -4.935], [2.514, 0.248, -6.263], [3.132, 0.694, -3.954], [4.320, 0.476, -4.121], [0.258, 0.210, -4.556], [0.437, 1.676, -5.510], [0.693, 1.710, -3.756], [3.556, -0.051, -6.253], [1.807, -0.539, -6.534], [2.368, 1.045, -6.999], [2.755, 0.872, -2.931], [1.572, -2.641, -3.996], [1.704, -4.028, -3.693], [2.520, -4.379, -2.527], [1.446, -4.957, -4.650], [0.829, -4.745, -5.669], [2.515, -2.142, -4.268], [1.230, -2.060, -3.130], [0.838, -2.374, -4.752], [2.669, -3.471, -1.950], [1.973, -5.096, -1.918], [3.495, -4.765, -2.827], [1.857, -5.943, -4.367], [-2.768, 1.664, -4.971], [-3.932, 2.421, -4.572], [-4.602, 3.188, -5.609], [-4.251, 2.622, -3.266], [-4.979, 3.494, -2.862], [-3.035, 1.120, -5.879], [-2.409, 0.979, -4.205], [-1.934, 2.329, -5.230], [-5.581, 3.473, -5.243], [-3.966, 4.031, -5.883], [-4.755, 2.544, -6.477], [-3.795, 1.860, -2.608], [3.755, -0.340, 6.572], [3.815, -0.155, 5.135], [4.582, 0.956, 4.679], [3.081, -0.891, 4.283], [3.021, -0.672, 3.082], [4.734, -0.530, 7.014], [3.131, -1.211, 6.774], [3.338, 0.553, 7.040], [4.334, 1.324, 3.687], [4.342, 1.868, 5.253], [5.671, 0.935, 4.768], [2.565, -1.741, 4.749], [-2.443, -4.117, 2.981], [-3.784, -3.862, 2.527], [-3.963, -3.572, 1.111], [-4.851, -3.799, 3.361], [-5.996, -3.687, 2.999], [-2.408, -4.066, 4.067], [-1.767, -3.407, 2.504], [-2.127, -5.122, 2.679], [-4.760, -2.857, 0.948], [-3.012, -3.196, 0.723], [-4.108, -4.498, 0.549], [-4.532, -3.846, 4.420], [0.753, -0.080, 0.351], [-0.124, -0.874, -0.481], [-0.673, -0.188, -1.606], [0.008, -2.219, -0.472], [-0.393, -2.961, -1.347], [0.864, -0.539, 1.335], [0.368, 0.921, 0.531], [1.759, -0.017, -0.082], [0.136, 0.201, -2.238], [-1.370, -0.772, -2.198], [-1.158, 0.734, -1.268], [0.481, -2.566, 0.463], [2.568, 5.097, 2.734], [2.047, 4.031, 1.927], [2.950, 2.997, 1.489], [0.743, 3.975, 1.611], [0.164, 3.050, 1.070], [3.242, 5.741, 2.157], [3.103, 4.731, 3.607], [1.746, 5.740, 3.043], [3.484, 3.339, 0.594], [3.713, 2.744, 2.225], [2.467, 2.053, 1.247], [0.149, 4.811, 2.016], [5.207, 0.473, -0.833], [5.812, 1.654, -0.277], [5.884, 2.845, -1.093], [6.295, 1.664, 0.986], [6.912, 2.565, 1.512], [5.467, -0.415, -0.261], [5.530, 0.323, -1.866], [4.111, 0.520, -0.896], [5.091, 2.795, -1.845], [5.663, 3.729, -0.496], [6.832, 2.958, -1.619], [6.100, 0.718, 1.524], [-5.238, 1.704, 1.771], [-4.477, 2.895, 1.446], [-3.200, 2.691, 0.769], [-4.623, 3.981, 2.254], [-3.752, 4.782, 2.529], [-5.185, 1.394, 2.816], [-4.794, 0.882, 1.205], [-6.271, 1.773, 1.431], [-2.644, 3.623, 0.755], [-2.595, 1.932, 1.270], [-3.422, 2.371, -0.251], [-5.647, 4.071, 2.652], [-2.258, -5.537, -1.155], [-3.505, -6.195, -1.495], [-3.908, -7.413, -0.797], [-4.324, -5.691, -2.451], [-5.476, -6.017, -2.640], [-2.084, -5.568, -0.076], [-2.308, -4.517, -1.512], [-1.443, -6.154, -1.552], [-3.635, -7.348, 0.255], [-4.959, -7.599, -0.976], [-3.328, -8.238, -1.230], [-3.798, -4.967, -3.102], [-1.357, 2.486, 3.794], [-0.460, 3.032, 4.755], [-0.899, 4.236, 5.396], [0.814, 2.596, 4.877], [1.657, 3.106, 5.594], [-2.242, 1.974, 4.202], [-0.936, 1.767, 3.091], [-1.818, 3.255, 3.165], [-0.174, 4.585, 6.125], [-0.904, 5.049, 4.651], [-1.907, 4.144, 5.788], [1.009, 1.730, 4.220]],
  "atomic_forces_ev_per_a": [[-0.63, -0.97, -0.28], [-0.33, 0.33, 0.35], [-0.15, 0.68, -0.04], [0.82, 0.11, 0.12], [-0.11, -0.23, 0.03], [-0.20, 0.19, -0.06], [0.13, 0.15, 0.02], [0.47, 0.14, 0.01], [-0.08, -0.30, -0.23], [0.27, -0.29, 0.12], [0.16, 0.02, 0.04], [-0.34, 0.20, -0.18], [-0.14, 2.00, 0.39], [0.38, -0.22, -0.12], [-0.42, 0.11, -0.49], [-0.09, 0.25, 0.47], [0.10, -0.12, -0.24], [0.11, -0.45, -0.21], [-0.01, -0.44, 0.21], [0.02, -0.74, -0.28], [0.02, -0.04, 0.12], [0.19, -0.07, 0.13], [0.02, -0.08, 0.10], [-0.16, -0.11, -0.12], [-0.07, 0.20, -0.48], [-0.12, -0.25, 0.30], [0.35, -0.39, 0.20], [0.31, -0.23, -0.46], [-0.38, 0.11, 0.27], [0.22, -0.27, 0.11], [-0.27, -0.04, 0.11], [-0.05, 0.03, 0.03], [0.08, 0.41, 0.06], [-0.36, 0.26, -0.15], [0.14, 0.03, -0.05], [0.16, 0.10, 0.07], [-0.15, -0.28, -0.06], [0.25, -0.23, 0.40], [0.24, 2.58, 0.00], [0.41, 0.30, -0.62], [-0.27, -0.24, 0.04], [0.10, 0.04, -0.19], [-0.06, 0.13, 0.15], [-0.11, -0.06, 0.04], [-0.07, -0.86, -0.28], [-0.28, -0.41, 0.35], [-0.03, -0.91, -0.06], [-0.12, 0.05, 0.16], [-0.16, -0.40, -0.14], [-0.30, 0.61, -0.30], [0.72, -0.70, -0.07], [0.66, -0.13, 0.03], [-0.36, 0.19, 0.04], [0.16, 0.14, 0.00], [0.16, 0.12, 0.30], [0.10, 0.00, 0.06], [-0.17, -0.11, 0.01], [-0.12, 0.33, 0.10], [-0.53, 0.12, -0.04], [-0.20, -0.11, 0.00], [0.33, -0.12, 0.77], [0.06, -0.25, 0.31], [0.11, 1.18, -0.53], [-0.30, 0.38, 0.09], [-0.07, -0.30, 0.02], [0.08, -0.12, -0.07], [-0.12, 0.02, -0.27], [-0.04, 0.16, -0.05], [-0.03, -0.38, -0.18], [0.11, -0.30, 0.11], [-0.24, -0.22, 0.18], [0.12, -0.15, -0.11], [0.22, 0.89, -0.20], [-0.31, -0.58, 0.03], [0.73, -0.29, -0.60], [-0.56, -0.15, 0.95], [0.24, -0.19, -0.64], [0.11, -0.16, 0.01], [-0.12, -0.14, 0.07], [-0.02, -0.10, 0.20], [0.02, -0.11, 0.02], [-0.13, 0.39, 0.25], [-0.43, 0.23, 0.02], [0.24, 0.24, -0.11], [-0.32, -0.43, -0.61], [-0.01, 0.14, 0.33], [-0.60, 0.19, -0.29], [0.21, -0.49, 0.03], [-0.17, 0.41, -0.03], [0.06, 0.07, 0.12], [0.17, 0.01, 0.11], [0.04, 0.21, 0.25], [0.11, -0.14, -0.04], [0.36, 0.00, 0.13], [0.11, 0.01, 0.15], [-0.07, -0.02, -0.11], [-0.16, -0.60, -0.73], [0.53, 0.26, 0.47], [-0.34, 0.00, 0.03], [0.07, -0.19, 0.07], [-0.06, 0.19, -0.21], [-0.06, 0.29, 0.10], [-0.10, 0.03, -0.02], [-0.08, 0.09, 0.22], [0.00, -0.01, -0.04], [0.04, -0.01, -0.02], [0.17, -0.01, -0.02], [0.02, -0.07, 0.11], [0.00, -1.31, -0.17], [-0.79, -0.01, 0.49], [0.95, 0.10, -0.53], [0.27, 0.14, -0.08], [-0.04, -0.19, -0.15], [-0.35, 0.30, 0.06], [0.56, 0.03, -0.10], [0.27, 0.63, -0.30], [-0.33, 0.06, 0.12], [-0.13, 0.08, 0.22], [-0.15, -0.11, 0.16], [-0.17, 0.22, 0.22], [-1.58, -0.58, -1.13], [0.39, -0.39, 0.11], [0.36, 1.22, -0.43], [-0.21, 0.23, -0.12], [0.13, -0.19, -0.07], [0.28, 0.06, 0.59], [0.61, 0.11, 0.25], [0.39, 0.26, 0.09], [-0.11, -0.45, 0.36], [-0.32, -0.16, 0.01], [0.01, -0.11, 0.20], [0.11, -0.06, 0.09]]
}